(1)
Entry from OMol25: C8H7NO3 in the gas phase (ωB97M-V/def2-TZVPD).

Element x y z (Å)
O -2.693901 0.156967 -1.521339
C -1.676831 -0.167183 -0.875514
N -0.522096 -0.328508 -1.488869
C 0.725264 -0.357479 -0.682110
C 1.902179 -0.845842 -1.016559
C 3.031187 -0.704024 -0.197815
C 2.964134 0.105023 0.925599
C 1.773730 0.522672 1.463614
C 0.664796 0.409283 0.559364
O -0.616157 0.966200 0.758256
C -1.664506 -0.120703 0.717326
O -2.789215 0.225571 1.296090
H -0.339532 -0.349769 -2.466619
H 1.752504 -1.472872 -1.920350
H 3.961417 -0.732321 -0.755358
H 3.954929 0.237844 1.445043
H 1.512508 0.920950 2.501946
H -1.133287 -0.923893 1.245014
H -3.579408 0.779228 0.744919

Forces on atoms 1 to 3 (eV/Å):
1.20 -0.85 1.60
-4.01 1.11 -0.65
4.78 -1.19 2.04

Output
- ΔE to the lowest compared entry with this formula, charge and spin: 154.1 kJ/mol
- Electronic energy: -589.45953 hartree
- SMILES: O=C1Nc2ccccc2O[C@H]1O
- HOMO level: -8.950 eV


(2)
Entry from OMol25: 2 unconnected molecules or ions with the total composition C3H2Cl3N2O4S (ωB97M-V/def2-TZVPD).

Element x y z (Å)
C 1.540356 0.595751 -0.823839
C 0.361657 0.992673 -1.761128
C 4.689438 -0.681491 0.375659
N 2.510271 1.470185 -0.930057
N -0.690394 0.320969 -1.292428
O 1.356533 -0.313746 -0.077449
O 0.421390 1.631677 -2.785284
O 3.033846 1.748942 1.503015
O 4.712573 2.335018 -0.296146
S 3.607771 1.561405 0.195221
Cl 5.323123 -0.961467 -1.209684
Cl 3.876800 -2.137243 0.929505
Cl 5.887041 -0.270305 1.516679
H -0.423833 -0.225136 -0.352763
H -1.330388 0.062576 -2.015111

Forces on atoms 1 to 3 (eV/Å):
-0.73 2.96 -1.41
0.88 -1.18 0.02
-1.67 1.81 -0.33

Output
- ΔE to the lowest compared entry with this formula, charge and spin: 0.0 kJ/mol
- Charge: -1
- Electronic energy: -2304.78204 hartree
- HOMO level (alpha / beta): -5.204 / -5.204 eV


(3)
Entry from OMol25: 3 unconnected molecules or ions with the total composition C6H14N2 (ωB97M-V/def2-TZVPD).

Element x y z (Å)
C -0.564989 -0.182057 0.350093
C 0.054645 -0.169670 -0.889961
C -2.261736 0.497172 -0.861659
C -0.334849 0.888268 1.368533
C 1.843698 -1.122616 -0.067393
N 1.931454 -2.490556 0.111044
N -2.689440 1.808312 -0.584762
C 2.832017 -0.266323 0.204588
H -0.885091 -1.138670 0.755416
H 1.235503 -3.059713 -0.342413
H 2.844614 -2.891054 0.316192
H -2.819385 2.003156 0.398863
H -2.131271 2.533220 -1.015808
H 0.525718 0.749303 -1.217396
H -0.179621 -0.902876 -1.649116
H -2.206454 0.327512 -1.933613
H -2.900203 -0.254805 -0.406300
H -1.250182 1.075501 1.938418
H 0.422181 0.563672 2.082092
H -0.014438 1.821110 0.906968
H 2.700379 0.803239 0.095449
H 3.847451 -0.592125 0.440764

Forces on atoms 1 to 3 (eV/Å):
-3.92 1.59 -0.82
4.70 -2.36 0.92
0.17 -0.60 2.04

Output
- ΔE to the lowest compared entry with this formula, charge and spin: 539.9 kJ/mol
- Electronic energy: -346.32152 hartree
- HOMO level: -6.461 eV


(4)
Entry from OMol25: 6 unconnected molecules or ions with the total composition C31H56NO17 (ωB97M-V/def2-TZVPD).

Element x y z (Å)
C -0.733893 1.452791 6.163764
C -1.108058 0.317233 5.209748
C -1.165584 -1.062151 5.855590
C -1.702238 -2.163489 4.912633
C -1.211805 -1.887171 3.498739
O -1.218116 -3.088938 2.682945
C -0.724487 -2.965486 1.458408
O -0.522553 -3.886046 0.726992
C -0.432762 -1.577235 0.940552
C -1.437093 -0.821992 0.341704
C -1.130418 0.446843 -0.089775
N 0.105587 0.934425 0.073061
C 1.103430 0.220786 0.618810
C 0.854737 -1.054294 1.068316
H 0.283150 1.299039 6.520127
H -0.700694 2.362655 5.566067
H -1.439879 1.559483 6.980136
H -2.051307 0.568903 4.717247
H -0.351396 0.350909 4.421532
H -1.828503 -1.014243 6.715823
H -0.163211 -1.362374 6.159503
H -1.332871 -3.144449 5.198880
H -2.789696 -2.148464 4.890574
H -1.833547 -1.113129 3.058327
H -0.178480 -1.553201 3.568926
H -2.438055 -1.207759 0.230479
H -1.896386 1.048584 -0.552330
H 0.291255 1.884248 -0.233844
H 2.083006 0.660008 0.713972
H 1.630434 -1.646724 1.526889
C -0.781855 -9.915905 -3.501773
C -0.675794 -10.536269 -2.126707
O -0.088682 -9.630287 -1.175474
C -0.905568 -8.696209 -0.699444
O -2.071441 -8.561041 -0.967524
O -0.212299 -7.925642 0.142405
C -0.964405 -6.841128 0.694620
H 0.191588 -9.546826 -3.827977
H -1.135929 -10.651987 -4.222769
H -1.474702 -9.075133 -3.499662
H -0.008872 -11.395596 -2.149145
H -1.644385 -10.876344 -1.762260
H -1.883791 -7.204227 1.150892
H -1.191960 -6.112711 -0.076253
H -0.337574 -6.384426 1.451562
C 4.545483 -11.364937 -8.001572
C 4.622725 -11.965349 -6.615075
O 5.197297 -11.049449 -5.667601
C 4.380906 -10.100438 -5.222493
O 3.222462 -9.956660 -5.518047
O 5.067411 -9.323154 -4.382456
C 4.325258 -8.219773 -3.862326
H 5.526338 -11.006002 -8.315084
H 4.199485 -12.111715 -8.715732
H 3.856910 -10.521341 -8.024158
H 5.285311 -12.828241 -6.610529
H 3.644606 -12.292635 -6.264364
H 3.391414 -8.553445 -3.414871
H 4.122358 -7.496071 -4.650688
H 4.952925 -7.764776 -3.101667
C -3.782939 6.086139 -1.277809
C -3.310467 4.941551 -0.409769
O -1.886066 4.731624 -0.530675
C -1.133718 5.598171 0.153414
O -1.537744 6.491290 0.844707
O 0.150259 5.307142 -0.074911
C 1.072155 6.227479 0.537118
H -3.473068 5.935028 -2.312375
H -4.869307 6.158749 -1.243285
H -3.364148 7.032406 -0.940203
H -3.763768 4.006641 -0.736704
H -3.571710 5.093902 0.637034
H 0.874262 6.338324 1.601089
H 1.009122 7.194970 0.043544
H 2.069672 5.822740 0.394733
C -0.142852 5.628722 -5.063298
C 0.490282 6.463604 -3.969563
O 0.949380 7.724103 -4.466419
C -0.006805 8.641491 -4.636911
O -1.174476 8.496212 -4.380421
O 0.556336 9.739417 -5.126704
C -0.360294 10.801412 -5.416837
H 0.544415 5.520890 -5.902778
H -0.398678 4.638034 -4.685434
H -1.050418 6.100608 -5.436919
H 1.372626 5.954790 -3.583619
H -0.195714 6.616556 -3.135469
H -0.976528 11.029466 -4.550640
H -0.989995 10.533226 -6.263044
H 0.247405 11.663513 -5.672523
C 0.682827 8.074508 7.738291
C 0.581914 6.565776 7.703495
O -0.600253 6.124770 7.010893
C -0.535847 6.159882 5.685592
O 0.415712 6.489600 5.023141
O -1.710579 5.752022 5.201415
C -1.808497 5.790411 3.776323
H -0.226972 8.506301 8.155995
H 1.530388 8.380012 8.350955
H 0.817251 8.481132 6.736904
H 0.482672 6.167629 8.711052
H 1.463831 6.114304 7.250099
H -0.987941 5.243818 3.313947
H -1.815250 6.815669 3.416768
H -2.752254 5.314921 3.522181

Forces on atoms 1 to 3 (eV/Å):
0.18 -0.24 -0.70
0.09 0.44 0.10
-0.26 -0.26 -0.58

Output
- ΔE to the lowest compared entry with this formula, charge and spin: 0.0 kJ/mol
- Charge: +1
- Electronic energy: -2548.47085 hartree
- HOMO level: -11.926 eV


(5)
Entry from OMol25: a molecular structure, C12H24O21Pt2Rb2S3 (ωB97M-V/def2-TZVPD).

Element x y z (Å)
Pt -2.710532 -0.258323 2.427278
Pt 1.679688 -1.167363 2.638658
Rb -1.883642 2.550587 -0.696092
Rb -0.405882 2.621417 3.847908
S -1.232982 -2.067213 3.780168
O 0.120058 -2.260003 3.277668
O -1.550752 -2.754583 5.061188
O -1.358632 -0.641463 3.984598
O -2.230972 -2.336833 2.739288
S -3.571122 2.411567 2.370558
O -3.651492 1.296097 1.427678
O -2.987152 1.717427 3.548048
O -2.592312 3.365937 1.931218
O -4.760432 3.199437 2.661238
S 0.261548 0.537927 1.053168
O 0.857118 -0.774603 0.772148
O 0.623848 1.554977 0.055388
O -1.176022 0.470017 1.249198
O 0.916988 0.726957 2.332888
C 6.032158 0.144857 0.163388
C 4.594068 0.683997 0.085328
O 4.510248 1.667917 1.059388
C 4.125098 1.305907 2.329688
O 3.611868 0.253947 2.542048
O 4.244548 2.370507 3.171658
C 4.523738 3.671627 2.716028
H 6.152568 -0.663933 0.884128
H 6.662588 1.022627 0.305458
H 6.100378 -0.251633 -0.849642
H 3.823448 -0.078643 0.197628
H 4.509448 1.314587 -0.799712
H 4.453438 4.287767 3.612428
H 3.667928 4.053217 2.159178
H 5.482988 3.742657 2.203298
C 1.595478 -1.126633 -2.917032
C 1.628858 0.398787 -3.277472
O 1.011638 0.550717 -4.520602
C -0.310062 0.796017 -4.491442
O -1.073232 0.718787 -3.532642
O -0.651512 1.444487 -5.629902
C -1.990072 1.775707 -5.903772
H 1.637098 -1.646783 -3.874012
H 0.631748 -1.391203 -2.481922
H 2.294728 -1.487503 -2.162762
H 2.663438 0.630807 -3.530302
H 1.435968 1.017737 -2.401232
H -2.051152 2.258917 -6.878902
H -2.374372 2.556767 -5.247762
H -2.676002 0.932887 -5.818542
C -0.616542 -3.144553 -0.210242
C -1.813462 -2.446433 -0.937092
O -3.049162 -3.024703 -0.767162
C -4.008922 -2.287163 -0.058242
O -3.875912 -1.204243 0.526248
O -5.088812 -3.069523 0.040048
C -6.287482 -2.537043 0.623098
H -0.717682 -4.221213 -0.346912
H -0.588032 -2.950983 0.862058
H 0.318138 -2.913623 -0.721272
H -1.465462 -2.658223 -1.948102
H -1.759652 -1.358573 -0.895072
H -7.093222 -3.187943 0.283678
H -6.423832 -1.513123 0.275108
H -6.144342 -2.629513 1.699698

Forces on atoms 1 to 3 (eV/Å):
-0.93 -1.76 1.73
3.21 -1.76 1.32
-0.22 -0.29 0.26

Output
- Charge: -1
- Electronic energy: -3532.98207 hartree
- Spin multiplicity: 6
- <S²>: 8.758
- HOMO level (alpha / beta): -1.767 / -4.428 eV


(6)
Entry from OMol25: 3 unconnected molecules or ions with the total composition C24H45FN3O2 (ωB97M-V/def2-TZVPD).

Element x y z (Å)
C -4.194230 1.132621 3.426886
C -4.608125 0.487965 2.099732
C -3.913559 -0.867190 1.886363
C -4.463801 1.453712 0.920573
C -3.056121 1.982500 0.594856
C -3.167699 3.309558 -0.187089
C -2.229837 0.908573 -0.142756
O -1.133721 1.405427 -0.933462
C -0.119980 2.077458 -0.241097
C 0.494033 3.030004 -1.258843
N 1.972937 3.109627 -0.969574
C 2.449812 4.342500 -0.247417
C 2.266242 4.304609 1.265064
C 3.247147 5.170693 2.008701
F 0.950611 4.729974 1.486682
C 2.330637 1.761773 -0.367538
C 1.061105 1.219835 0.301830
C 0.950298 -0.298152 0.179849
C 2.140794 -0.961887 0.833551
O 2.366799 -0.893703 2.010628
H -3.106322 1.139140 3.556560
H -4.613116 0.583014 4.273545
H -4.547909 2.166190 3.498811
H -5.681599 0.276553 2.170545
H -3.860957 -1.115567 0.823154
H -2.887664 -0.849503 2.275807
H -4.454159 -1.665974 2.397784
H -5.086288 2.327257 1.146088
H -4.887500 0.994217 0.018094
H -2.583178 2.174938 1.565573
H -2.973472 4.170154 0.459833
H -2.480205 3.363051 -1.028455
H -4.175672 3.435677 -0.590659
H -2.846472 0.350670 -0.850657
H -1.834021 0.186852 0.577026
H -0.532421 2.635745 0.606239
H 0.056998 4.025725 -1.292105
H 0.380838 2.556034 -2.238615
H 2.424680 3.131820 -1.881803
H 3.483054 4.523782 -0.544754
H 1.832630 5.162817 -0.619219
H 2.298076 3.277200 1.637851
H 3.235043 6.194021 1.625302
H 2.998739 5.183568 3.069301
H 4.259616 4.776821 1.889347
H 2.686746 1.151703 -1.200131
H 3.126467 1.895764 0.362200
H 1.143100 1.438173 1.373054
H 0.880867 -0.619861 -0.863350
H 0.062794 -0.631814 0.719039
H 2.813289 -1.526366 0.165824
C -1.758815 -4.569673 0.698432
C -2.247794 -5.247143 -0.573682
C -2.369615 -4.276081 -1.754000
C -3.340455 -3.214808 -1.490464
N -4.160821 -2.441192 -1.265450
H -2.452931 -3.794004 1.028044
H -1.654561 -5.289787 1.509156
H -0.782302 -4.108967 0.535181
H -3.216960 -5.717029 -0.399414
H -1.556319 -6.038119 -0.865529
H -2.692415 -4.798838 -2.655345
H -1.402578 -3.818621 -1.973401
C 5.511762 -4.092526 -3.626802
C 5.676735 -3.455785 -2.253635
C 4.487786 -3.733391 -1.324255
C 3.232129 -3.204185 -1.856265
N 2.255769 -2.758354 -2.270706
H 4.642083 -3.690719 -4.148766
H 6.388161 -3.905205 -4.245363
H 5.386026 -5.173277 -3.545456
H 5.808199 -2.376192 -2.351746
H 6.572650 -3.840592 -1.765426
H 4.646144 -3.292354 -0.338060
H 4.360204 -4.808323 -1.180128

Forces on atoms 1 to 3 (eV/Å):
-0.01 -0.01 0.03
-0.06 -0.16 0.13
0.12 0.18 -0.09

Output
- Charge: +1
- Electronic energy: -1355.82244 hartree
- HOMO level: -12.578 eV


(7)
Entry from OMol25: a molecular structure, C24H21ClIN8O4Pd (ωB97M-V/def2-TZVPD).

Element x y z (Å)
Pd -0.202512 0.149669 -0.607621
C 3.601615 3.882818 1.206625
N 2.497078 3.275122 0.463218
C 1.666055 2.301580 0.812147
N 0.897848 1.993423 -0.228310
C 1.356675 2.809471 -1.220997
N 2.321947 3.601150 -0.841518
C 3.251871 4.417547 2.574874
C 4.311086 4.715755 3.426083
C 4.076377 5.263200 4.676468
C 2.779033 5.500091 5.103373
C 1.719549 5.191581 4.261461
C 1.955130 4.661412 2.995601
C 0.345503 5.397413 4.727408
N -0.068290 5.861053 5.847355
N -1.470052 5.801154 5.797105
C -1.761075 5.304832 4.653402
O -0.664596 5.019743 3.903512
C -3.069764 4.964862 4.090336
C -4.212762 5.036704 4.883445
C -5.431536 4.647471 4.357868
C -5.515824 4.172838 3.053410
C -4.381392 4.117155 2.259448
C -4.444996 3.586924 0.852585
N -3.641010 2.370758 0.693836
C -2.421108 2.248734 0.192382
N -2.017985 0.992205 0.314421
C -3.067202 0.379496 0.935780
N -4.066236 1.187601 1.189041
C -3.160786 4.522858 2.779869
H 3.961668 4.679391 0.558338
H 4.394981 3.141185 1.291056
H 1.628827 1.848015 1.788454
H 0.956084 2.823679 -2.220564
H 5.328555 4.521313 3.106293
H 4.909417 5.498612 5.324878
H 2.576085 5.911429 6.082903
H 1.113141 4.457265 2.347832
H -4.127615 5.386245 5.903691
H -6.321354 4.695733 4.970491
H -6.468383 3.843794 2.656446
H -4.052646 4.304452 0.131584
H -5.465130 3.336420 0.572314
H -1.862891 3.058026 -0.249876
H -3.074891 -0.664553 1.199042
H -2.264732 4.482067 2.170901
C -0.271952 -3.366850 -1.158796
C -0.975200 -2.336791 -0.297859
O -1.649508 -2.515543 0.648439
H -0.109894 -4.277068 -0.581687
H 0.658061 -2.957813 -1.543143
H -0.940855 -3.575113 -1.996228
I -0.933775 0.421226 -3.113766
Cl 4.374348 0.067660 1.109287
C 3.264082 -1.328545 0.940300
C 1.954704 -0.840138 0.382700
O 1.014521 -0.537187 1.164404
O 1.818557 -0.727341 -0.871748
H 3.121669 -1.762105 1.924474
H 3.729786 -2.034084 0.259935

Forces on atoms 1 to 3 (eV/Å):
0.19 0.12 0.98
-0.08 -0.05 -0.05
0.17 0.06 -0.14

Output
- ΔE to the lowest compared entry with this formula, charge and spin: 0.0 kJ/mol
- Charge: +1
- Electronic energy: -2551.66745 hartree
- Spin multiplicity: 5
- <S²>: 6.012
- HOMO level (alpha / beta): -11.003 / -11.034 eV


Ordered max |F| results: 5.59 3.42 5.34 0.77 5.40 0.48 1.01; unit eV/Å.